Molecular formula: C6H18AgFN2O14P2
Method: DFT, ωB97M-V/def2-TZVPD

Results
net charge	-2

XYZ file:
```
44
C6H18AgFN2O14P2 | the Open Molecules 2025 dataset | ωB97M-V/def2-TZVPD
Ag -1.50 -0.69 -0.98
F -2.36 -2.10 -2.48
N -3.17 -2.05 1.87
O -3.91 -1.46 2.68
O -3.37 -3.24 1.57
O -2.18 -1.43 1.38
N -4.84 1.11 -0.52
O -3.73 0.82 -1.02
O -5.69 0.24 -0.30
O -5.06 2.31 -0.18
C 0.37 4.36 -0.25
O 0.59 3.43 0.80
P -0.35 2.15 0.87
O -0.83 1.55 -0.36
O -1.48 2.66 1.83
C -2.60 1.76 2.02
O 0.50 1.11 1.72
C 1.32 1.51 2.80
H 1.30 4.77 -0.63
H -0.28 5.18 0.07
H -0.12 3.88 -1.11
H -2.30 0.78 2.39
H -3.26 1.73 1.15
H -3.22 2.19 2.83
H 2.16 0.83 2.84
H 0.75 1.47 3.74
H 1.65 2.54 2.70
C 3.35 -2.89 0.85
O 2.83 -3.11 -0.45
P 1.98 -1.94 -1.09
O 1.08 -1.25 -0.20
O 3.04 -0.99 -1.79
C 4.04 -1.55 -2.65
O 1.28 -2.73 -2.25
C 0.33 -1.98 -3.07
H 3.27 -1.85 1.17
H 4.39 -3.22 0.84
H 2.81 -3.46 1.61
H 3.55 -2.09 -3.46
H 4.62 -2.27 -2.07
H 4.66 -0.73 -2.99
H 0.47 -0.90 -2.95
H -0.70 -2.26 -2.82
H 0.59 -2.18 -4.11
```



Molecular formula: C6H18BN2O2P
Method: DFT, ωB97M-V/def2-TZVPD

Results
SMILES	CCCNB(CCCN)P(O)O

XYZ file:
```
30
C6H18BN2O2P | the Open Molecules 2025 dataset | ωB97M-V/def2-TZVPD
C 2.97 -0.77 0.08
C 2.88 0.64 0.64
C 1.62 1.38 0.20
N 0.46 0.93 0.96
B -0.90 1.00 0.61
C -1.94 -0.05 1.17
C -1.51 -1.52 1.01
C -1.71 -1.98 -0.42
N -0.97 -1.12 -1.36
P -1.66 2.49 -0.41
O -2.88 1.71 -1.21
O -0.55 2.81 -1.59
H 3.78 -1.34 0.53
H 3.15 -0.74 -1.00
H 2.05 -1.33 0.23
H 3.75 1.22 0.32
H 2.92 0.62 1.74
H 1.75 2.46 0.31
H 1.48 1.19 -0.87
H 0.69 0.12 1.53
H -2.16 0.16 2.22
H -2.89 0.08 0.64
H -0.45 -1.67 1.27
H -2.08 -2.15 1.69
H -2.78 -1.92 -0.66
H -1.40 -3.03 -0.53
H -0.62 -1.65 -2.15
H -0.14 -0.77 -0.88
H -2.59 1.16 -1.95
H -0.27 2.04 -2.09
```



Molecular formula: C6H18Br2MnO3
Method: DFT, ωB97M-V/def2-TZVPD

Results
net charge	-1
spin multiplicity	7
⟨S²⟩	12.00

XYZ file:
```
30
C6H18Br2MnO3 | the Open Molecules 2025 dataset | ωB97M-V/def2-TZVPD
Mn -12.85 15.12 -6.26
Br -12.79 12.35 -5.92
Br -12.57 15.78 -3.73
C -13.57 19.39 -7.39
C -13.26 18.36 -6.27
O -12.59 17.25 -6.81
H -14.16 18.98 -8.21
H -12.67 19.92 -7.69
H -14.23 20.16 -7.01
H -14.16 18.07 -5.72
H -12.55 18.67 -5.51
H -11.86 17.60 -7.33
C -13.82 16.13 -10.25
C -12.67 15.47 -9.50
O -13.13 14.75 -8.35
H -14.65 15.46 -10.44
H -13.47 16.53 -11.21
H -14.15 16.96 -9.62
H -12.04 16.29 -9.17
H -12.18 14.79 -10.20
H -13.57 13.97 -8.69
C -8.87 14.91 -5.29
C -9.68 15.63 -6.31
O -10.73 14.89 -6.83
H -9.37 14.90 -4.32
H -7.96 15.43 -5.01
H -8.58 13.92 -5.64
H -9.00 16.01 -7.07
H -10.11 16.52 -5.85
H -10.36 14.32 -7.50
```



Molecular formula: C6H18BrCl3HfN6O24
Method: DFT, ωB97M-V/def2-TZVPD

XYZ file:
```
59
C6H18BrCl3HfN6O24 | the Open Molecules 2025 dataset | ωB97M-V/def2-TZVPD
Hf 0.53 0.53 -0.26
Cl 0.02 1.18 -4.13
O -0.07 1.11 -2.72
O 0.69 -0.06 -4.33
O -1.31 1.15 -4.65
O 0.78 2.38 -4.42
Cl -2.85 1.01 0.44
O -1.64 1.26 1.17
O -3.94 0.44 1.19
O -3.19 2.23 -0.23
O -2.28 0.12 -0.48
Cl 3.60 -1.02 -0.71
O 2.71 -0.44 -1.64
O 2.62 -1.20 0.30
O 4.31 -2.20 -1.19
O 4.49 0.01 -0.25
Br 1.85 1.84 1.88
C -0.10 -3.32 2.38
N -0.76 -2.03 1.97
O -0.05 -1.19 1.35
O -1.97 -1.80 2.26
H 0.81 -3.21 1.79
H -0.69 -4.17 2.03
H 0.12 -3.25 3.45
C 4.35 3.48 -1.63
N 2.82 3.43 -1.68
O 2.12 4.41 -2.04
O 2.29 2.30 -1.35
H 4.68 2.75 -0.89
H 4.83 4.41 -1.36
H 4.53 3.16 -2.66
C -0.44 -2.98 -3.31
N -0.04 -2.66 -1.87
O 0.15 -1.48 -1.55
O 0.27 -3.54 -1.08
H -1.13 -2.20 -3.62
H -0.92 -3.96 -3.22
H 0.42 -2.94 -3.98
C -0.35 5.01 0.52
N -0.51 4.14 -0.68
O -1.07 4.59 -1.67
O -0.08 2.94 -0.56
H 0.57 4.80 1.06
H -1.24 4.77 1.11
H -0.34 6.07 0.25
C 0.83 0.29 6.00
N 0.09 -0.60 5.10
O -0.03 -1.79 5.39
O -0.27 -0.17 4.05
H 1.05 -0.18 6.96
H 0.11 1.11 6.04
H 1.73 0.59 5.47
C -4.43 -3.92 -0.23
N -3.46 -3.15 -0.99
O -2.40 -2.94 -0.48
O -3.77 -2.69 -2.09
H -4.11 -4.00 0.81
H -4.51 -4.89 -0.73
H -5.44 -3.52 -0.29
```



Table of electronic energy (hartree), in record order: -2331.8112, -865.6765, -6764.2108, -6374.8988